A cluster of 13 separate species, C70H171N13 in total, computed with wB97M-V/def2-TZVPD.

Results
Gap between HOMO and LUMO, eV: 8.682
Electronic energy, eV: -94727.688
Energy relative to the best compared isomer or geometry (same formula, charge and spin), kcal/mol: 23.3

Positions of all 254 atoms, in Å:
1 C -1.91 3.41 3.52
2 C -1.72 3.28 2.10
3 N -1.57 3.20 0.95
4 H -0.98 3.44 4.09
5 H -2.43 2.49 3.86
6 H -2.50 4.32 3.64
7 C -0.23 0.30 -1.27
8 C -1.06 -0.58 -0.50
9 N -1.66 -1.39 0.02
10 H -0.83 0.89 -1.96
11 H 0.47 -0.28 -1.90
12 H 0.36 0.99 -0.66
13 C -3.96 3.51 -3.11
14 C -4.40 3.63 -1.64
15 N -5.10 2.39 -1.22
16 C -6.03 2.67 -0.13
17 C -5.44 2.79 1.31
18 C -4.14 1.33 -1.00
19 C -4.82 -0.03 -0.70
20 H -3.06 2.86 -3.26
21 H -3.76 4.51 -3.48
22 H -4.72 3.09 -3.78
23 H -3.52 3.78 -1.01
24 H -5.01 4.51 -1.50
25 H -6.47 3.64 -0.34
26 H -6.80 1.83 -0.11
27 H -5.07 1.84 1.66
28 H -4.60 3.52 1.42
29 H -6.23 3.12 2.02
30 H -3.38 1.57 -0.23
31 H -3.55 1.14 -1.90
32 H -4.32 -0.76 -0.07
33 H -5.14 -0.54 -1.62
34 H -5.75 0.26 -0.19
35 C -4.68 -9.63 -3.27
36 C -4.61 -9.30 -1.81
37 N -3.93 -8.02 -1.56
38 C -4.71 -6.87 -1.97
39 C -3.88 -5.69 -2.50
40 C -3.41 -7.90 -0.20
41 C -2.11 -8.72 -0.03
42 H -3.73 -9.46 -3.84
43 H -5.46 -8.99 -3.75
44 H -4.91 -10.67 -3.39
45 H -5.63 -9.20 -1.40
46 H -4.08 -10.15 -1.27
47 H -5.39 -6.62 -1.17
48 H -5.37 -7.26 -2.85
49 H -4.48 -4.81 -2.86
50 H -3.26 -6.05 -3.32
51 H -3.19 -5.33 -1.70
52 H -3.23 -6.83 -0.06
53 H -4.19 -8.20 0.53
54 H -2.39 -9.80 -0.09
55 H -1.47 -8.54 -0.89
56 H -1.63 -8.52 0.91
57 C -1.55 -1.52 -3.90
58 C -0.18 -2.28 -4.05
59 N 0.29 -2.86 -2.81
60 C -0.56 -3.92 -2.28
61 C -0.05 -4.46 -0.96
62 C 1.70 -3.26 -2.82
63 C 2.51 -2.75 -1.62
64 H -2.37 -2.22 -3.62
65 H -1.86 -1.11 -4.89
66 H -1.46 -0.63 -3.27
67 H -0.36 -3.11 -4.76
68 H 0.58 -1.66 -4.50
69 H -1.57 -3.52 -2.06
70 H -0.70 -4.76 -3.00
71 H -0.71 -5.16 -0.52
72 H 0.85 -5.13 -1.08
73 H 0.05 -3.73 -0.17
74 H 2.26 -2.88 -3.72
75 H 1.72 -4.34 -2.83
76 H 3.59 -2.87 -1.84
77 H 2.18 -3.22 -0.67
78 H 2.33 -1.73 -1.48
79 C 0.78 3.84 -1.07
80 C 0.01 4.99 -1.65
81 N 0.36 5.20 -3.01
82 C 1.60 5.93 -3.33
83 C 1.97 5.95 -4.80
84 C -0.84 5.71 -3.72
85 C -1.35 7.07 -3.20
86 H 0.40 3.01 -1.62
87 H 0.57 3.67 -0.01
88 H 1.82 3.84 -1.26
89 H -1.05 4.60 -1.62
90 H -0.03 5.92 -0.98
91 H 1.54 6.99 -2.96
92 H 2.36 5.47 -2.76
93 H 2.16 4.94 -5.19
94 H 1.14 6.30 -5.38
95 H 2.81 6.65 -4.89
96 H -1.67 5.00 -3.55
97 H -0.75 5.64 -4.81
98 H -2.39 7.26 -3.43
99 H -0.77 7.87 -3.64
100 H -1.26 7.10 -2.09
101 C 0.40 1.43 -4.72
102 C 0.43 1.29 -6.26
103 N -0.65 1.84 -7.01
104 C -0.75 3.27 -6.93
105 C 0.37 3.96 -7.68
106 C -1.98 1.28 -6.66
107 C -2.88 1.23 -7.86
108 H -0.56 1.13 -4.37
109 H 0.60 2.45 -4.39
110 H 1.13 0.79 -4.24
111 H 1.36 1.77 -6.53
112 H 0.65 0.26 -6.54
113 H -1.68 3.58 -7.37
114 H -0.86 3.66 -5.88
115 H 0.38 3.64 -8.70
116 H 0.24 5.03 -7.65
117 H 1.36 3.70 -7.18
118 H -2.50 1.88 -5.87
119 H -1.85 0.27 -6.29
120 H -3.98 1.26 -7.66
121 H -2.62 0.43 -8.54
122 H -2.73 2.19 -8.43
123 C -0.06 0.18 3.14
124 C 0.96 -1.00 3.00
125 N 2.34 -0.59 2.98
126 C 3.29 -1.65 3.47
127 C 3.59 -2.74 2.47
128 C 2.78 0.08 1.79
129 C 4.09 0.83 1.98
130 H -0.98 -0.24 3.61
131 H -0.40 0.73 2.25
132 H 0.37 0.85 3.88
133 H 0.91 -1.62 3.90
134 H 0.64 -1.53 2.08
135 H 2.95 -2.02 4.42
136 H 4.14 -1.11 3.84
137 H 2.66 -3.20 2.20
138 H 4.23 -3.57 2.80
139 H 4.11 -2.40 1.58
140 H 2.80 -0.65 0.95
141 H 2.01 0.79 1.63
142 H 4.52 1.30 1.10
143 H 3.97 1.57 2.81
144 H 4.89 0.19 2.41
145 C 3.35 -0.76 7.22
146 C 4.46 0.30 6.94
147 N 3.80 1.58 7.02
148 C 2.92 1.79 5.85
149 C 1.51 2.25 6.30
150 C 4.70 2.74 7.12
151 C 5.51 2.71 8.41
152 H 3.78 -1.77 7.26
153 H 2.64 -0.75 6.42
154 H 2.75 -0.35 8.11
155 H 5.25 0.33 7.66
156 H 4.91 0.11 5.93
157 H 3.37 2.50 5.12
158 H 2.73 0.84 5.35
159 H 1.10 1.47 6.91
160 H 1.57 3.08 6.94
161 H 0.82 2.38 5.43
162 H 4.10 3.62 7.05
163 H 5.30 2.71 6.25
164 H 6.06 1.76 8.55
165 H 4.88 2.79 9.27
166 H 6.23 3.54 8.35
167 C -6.48 -2.80 5.11
168 C -6.56 -2.63 3.60
169 N -5.18 -2.35 3.09
170 C -5.08 -2.87 1.74
171 C -5.08 -4.37 1.69
172 C -4.95 -0.95 3.14
173 C -3.47 -0.57 3.05
174 H -6.57 -3.83 5.43
175 H -7.41 -2.31 5.54
176 H -5.63 -2.33 5.59
177 H -6.87 -3.55 3.15
178 H -7.18 -1.86 3.14
179 H -5.85 -2.38 1.10
180 H -4.09 -2.64 1.33
181 H -6.06 -4.88 1.68
182 H -4.58 -4.66 0.75
183 H -4.60 -4.79 2.61
184 H -5.37 -0.43 3.99
185 H -5.54 -0.40 2.25
186 H -3.52 0.50 2.74
187 H -2.83 -1.12 2.36
188 H -2.96 -0.67 4.06
189 C 4.41 -1.19 -4.80
190 C 5.06 0.14 -4.62
191 N 4.30 1.04 -3.80
192 C 4.22 0.64 -2.42
193 C 3.08 1.37 -1.69
194 C 4.64 2.43 -3.96
195 C 4.09 3.05 -5.22
196 H 4.42 -1.83 -3.89
197 H 4.93 -1.77 -5.57
198 H 3.37 -1.25 -5.17
199 H 6.10 0.02 -4.14
200 H 5.14 0.65 -5.61
201 H 4.04 -0.44 -2.39
202 H 5.15 0.72 -1.93
203 H 2.77 0.87 -0.76
204 H 3.40 2.40 -1.54
205 H 2.12 1.33 -2.20
206 H 5.71 2.61 -3.94
207 H 4.23 3.04 -3.15
208 H 3.03 2.88 -5.14
209 H 4.46 2.64 -6.22
210 H 4.22 4.17 -5.28
211 C 1.97 5.61 1.93
212 C 2.91 6.42 0.94
213 N 4.36 6.16 1.05
214 C 5.04 6.55 -0.15
215 C 5.07 5.52 -1.20
216 C 4.94 6.79 2.25
217 C 6.34 6.23 2.63
218 H 2.15 5.83 2.97
219 H 2.17 4.51 1.79
220 H 0.90 5.73 1.72
221 H 2.67 6.22 -0.10
222 H 2.79 7.51 1.09
223 H 6.00 6.94 0.13
224 H 4.54 7.44 -0.64
225 H 4.08 5.05 -1.51
226 H 5.74 4.73 -0.98
227 H 5.53 6.01 -2.05
228 H 4.97 7.87 2.09
229 H 4.24 6.75 3.03
230 H 6.98 6.19 1.76
231 H 6.75 6.99 3.37
232 H 6.13 5.31 3.15
233 C -1.64 -3.66 3.40
234 C -1.65 -5.01 4.06
235 N -0.36 -5.27 4.73
236 C -0.38 -6.63 5.28
237 C 0.86 -6.88 6.19
238 C 0.88 -5.05 4.00
239 C 1.16 -5.86 2.66
240 H -1.31 -2.87 4.14
241 H -2.60 -3.33 3.10
242 H -0.94 -3.65 2.58
243 H -2.36 -5.04 4.89
244 H -1.88 -5.74 3.26
245 H -1.31 -6.66 5.83
246 H -0.45 -7.42 4.48
247 H 0.66 -7.61 6.96
248 H 1.66 -7.37 5.65
249 H 1.27 -5.97 6.69
250 H 1.65 -5.34 4.66
251 H 0.95 -3.99 3.73
252 H 1.10 -6.93 2.81
253 H 2.24 -5.59 2.52
254 H 0.68 -5.54 1.72

***

A structure of composition C15H9F5NO6S2Zr, computed with wB97M-V/def2-TZVPD.

Results
Gap between HOMO and LUMO, eV: 1.645
Electronic energy, eV: -65963.990
Total charge: +3

Positions of all 39 atoms, in Å:
1 O -0.32 4.66 -3.47
2 C -0.71 3.74 -2.73
3 O -0.09 2.42 -2.85
4 S 1.26 2.46 -1.80
5 O 0.96 3.13 -0.50
6 O 2.31 3.37 -2.54
7 N 1.99 0.90 -1.67
8 S 1.41 0.02 -0.30
9 O -0.07 -0.28 -0.33
10 O 1.74 0.67 1.03
11 C 2.40 -1.60 -0.30
12 F 3.60 -1.31 0.39
13 F 2.63 -1.89 -1.70
14 C 1.60 -2.83 0.30
15 C 0.41 -3.56 -0.37
16 C -0.31 -4.79 0.28
17 C 0.24 -5.31 1.68
18 C 1.41 -4.62 2.41
19 C 2.01 -5.09 3.82
20 F 2.78 -6.28 3.57
21 F 2.94 -4.14 4.33
22 F 0.98 -5.41 4.72
23 C 2.09 -3.37 1.71
24 C -1.90 3.92 -1.66
25 C -2.80 5.18 -1.73
26 C -3.97 5.29 -0.69
27 C -4.26 4.20 0.43
28 C -3.34 2.93 0.51
29 C -2.18 2.84 -0.54
30 H 0.04 -3.18 -1.38
31 H -1.19 -5.34 -0.22
32 H -0.24 -6.22 2.16
33 H 2.97 -2.84 2.24
34 H -2.59 5.96 -2.54
35 H -4.66 6.21 -0.75
36 H -5.10 4.29 1.20
37 H -3.50 2.11 1.29
38 H -1.49 1.93 -0.48
39 Zr 2.96 1.86 -3.53

***

A cluster of 12 separate species, C65H60N12O10 in total, computed with wB97M-V/def2-TZVPD.

Results
Gap between HOMO and LUMO, eV: 8.978
Electronic energy, eV: -106716.537
SMILES string: O=[N+]([O-])c1ccccc1.O=[N+]([O-])c1ccccc1.O=[N+]([O-])c1ccccc1.O=[N+]([O-])c1ccccc1.O=[N+]([O-])c1ccccc1.c1ccncc1.c1ccncc1.c1ccncc1.c1ccncc1.c1ccncc1.c1ccncc1.c1ccncc1
Energy relative to the best compared isomer or geometry (same formula, charge and spin), kcal/mol: 63.0

Positions of all 147 atoms, in Å:
1 N 3.94 2.67 1.41
2 C 5.16 2.20 1.13
3 C 5.68 2.06 -0.10
4 C 4.86 2.43 -1.12
5 C 3.61 2.93 -0.92
6 C 3.15 3.04 0.41
7 H 5.69 1.89 2.03
8 H 6.67 1.69 -0.26
9 H 5.25 2.53 -2.13
10 H 3.04 3.30 -1.75
11 H 2.19 3.45 0.75
12 N -3.14 -3.13 -0.23
13 C -4.34 -3.07 -0.88
14 C -4.79 -4.11 -1.65
15 C -4.02 -5.26 -1.74
16 C -2.81 -5.30 -1.04
17 C -2.35 -4.17 -0.39
18 H -4.93 -2.14 -0.66
19 H -5.64 -3.87 -2.28
20 H -4.48 -6.05 -2.29
21 H -2.22 -6.19 -1.16
22 H -1.39 -4.14 0.08
23 N 1.67 -4.27 -2.64
24 C 0.99 -5.34 -3.02
25 C 0.66 -6.26 -2.10
26 C 1.04 -6.16 -0.76
27 C 1.62 -4.96 -0.35
28 C 1.87 -4.05 -1.35
29 H 0.84 -5.55 -4.06
30 H 0.24 -7.17 -2.49
31 H 0.94 -7.03 -0.12
32 H 2.04 -4.73 0.66
33 H 2.27 -3.08 -1.06
34 N -0.99 4.02 -1.18
35 C -1.51 4.99 -0.43
36 C -2.70 4.82 0.30
37 C -3.37 3.64 0.15
38 C -2.88 2.67 -0.70
39 C -1.65 2.89 -1.35
40 H -0.98 5.94 -0.32
41 H -3.07 5.67 0.92
42 H -4.33 3.42 0.64
43 H -3.37 1.76 -0.92
44 H -1.26 2.03 -1.84
45 N 1.68 0.16 -0.22
46 C 0.86 -0.41 -1.10
47 C -0.52 -0.55 -0.91
48 C -1.04 -0.06 0.28
49 C -0.17 0.54 1.22
50 C 1.18 0.59 0.92
51 H 1.37 -0.73 -1.96
52 H -1.11 -1.08 -1.65
53 H -2.08 -0.24 0.46
54 H -0.51 0.91 2.21
55 H 1.88 1.01 1.64
56 N -5.87 1.48 3.63
57 C -6.11 0.35 2.94
58 C -5.13 -0.62 2.70
59 C -3.81 -0.38 3.11
60 C -3.52 0.84 3.72
61 C -4.58 1.68 3.96
62 H -7.07 0.11 2.52
63 H -5.30 -1.40 1.98
64 H -3.02 -1.01 2.81
65 H -2.55 1.14 3.94
66 H -4.41 2.70 4.29
67 N 0.27 3.81 3.30
68 C 1.50 3.30 3.54
69 C 1.86 2.54 4.64
70 C 0.92 2.40 5.60
71 C -0.40 2.88 5.35
72 C -0.65 3.49 4.14
73 H 2.31 3.75 2.95
74 H 2.92 2.23 4.79
75 H 1.16 1.81 6.47
76 H -1.09 2.73 6.12
77 H -1.68 3.84 4.03
78 C -0.62 -1.28 -4.55
79 C -1.17 -2.54 -4.24
80 C -2.55 -2.65 -4.30
81 C -3.37 -1.52 -4.61
82 C -2.78 -0.33 -4.77
83 C -1.39 -0.22 -4.95
84 N -4.77 -1.72 -4.48
85 O -5.16 -2.81 -4.55
86 O -5.50 -0.79 -4.14
87 H 0.43 -1.13 -4.48
88 H -0.72 -3.47 -3.96
89 H -3.19 -3.51 -4.06
90 H -3.38 0.57 -5.02
91 H -1.05 0.78 -5.17
92 C -2.06 -4.15 5.82
93 C -2.68 -4.44 4.62
94 C -2.01 -5.41 3.84
95 C -0.99 -6.18 4.29
96 C -0.47 -5.97 5.58
97 C -1.08 -4.93 6.32
98 N -0.27 -7.11 3.39
99 O 0.93 -7.25 3.60
100 O -0.96 -7.69 2.55
101 H -2.34 -3.30 6.40
102 H -3.58 -3.88 4.29
103 H -2.41 -5.64 2.87
104 H 0.30 -6.67 5.98
105 H -0.84 -4.78 7.38
106 C 5.05 -2.54 2.01
107 C 5.19 -3.26 3.18
108 C 4.10 -3.62 4.01
109 C 2.87 -3.09 3.60
110 C 2.70 -2.32 2.42
111 C 3.79 -2.00 1.66
112 N 1.63 -3.31 4.34
113 O 0.57 -3.08 3.86
114 O 1.80 -3.83 5.43
115 H 5.91 -2.45 1.32
116 H 6.15 -3.67 3.47
117 H 4.22 -4.23 4.91
118 H 1.74 -2.02 2.11
119 H 3.77 -1.37 0.76
120 C 2.78 6.95 -0.17
121 C 1.72 7.12 -1.02
122 C 1.83 6.71 -2.34
123 C 3.08 6.22 -2.75
124 C 4.16 6.05 -1.87
125 C 4.01 6.46 -0.57
126 N 3.25 5.77 -4.13
127 O 2.91 6.55 -4.97
128 O 3.78 4.68 -4.35
129 H 2.58 7.13 0.88
130 H 0.81 7.72 -0.72
131 H 0.99 6.72 -3.02
132 H 5.04 5.58 -2.34
133 H 4.91 6.59 0.07
134 C 1.77 2.30 -4.09
135 C 1.76 2.16 -5.51
136 C 0.85 2.97 -6.27
137 C -0.02 3.77 -5.60
138 C -0.05 3.90 -4.24
139 C 0.82 3.15 -3.47
140 N -0.88 4.64 -6.40
141 O -0.83 4.51 -7.62
142 O -1.55 5.41 -5.76
143 H 2.45 1.75 -3.48
144 H 2.36 1.45 -5.99
145 H 0.85 2.78 -7.33
146 H -0.60 4.69 -3.79
147 H 0.86 3.23 -2.44

***

A cluster of 6 separate species, C9H13Cl12NO3 in total, computed with wB97M-V/def2-TZVPD.

Results
Gap between HOMO and LUMO, eV: 11.073
Electronic energy, eV: -167445.084
SMILES string: COC(=O)OC.ClC(Cl)Cl.ClC(Cl)Cl.ClC(Cl)Cl.ClC(Cl)Cl.CC#N
Energy relative to the best compared isomer or geometry (same formula, charge and spin), kcal/mol: 0.0

Positions of all 38 atoms, in Å:
1 C 3.57 -24.96 -14.45
2 C 2.19 -24.53 -14.21
3 N 1.10 -24.23 -14.01
4 H 3.92 -25.40 -13.51
5 H 4.17 -24.11 -14.75
6 H 3.62 -25.72 -15.22
7 C 8.20 -16.92 -16.51
8 O 7.35 -16.06 -15.77
9 C 6.11 -16.50 -15.58
10 O 5.66 -17.53 -16.01
11 O 5.54 -15.70 -14.71
12 C 4.18 -16.00 -14.37
13 H 9.21 -16.57 -16.34
14 H 7.95 -16.92 -17.57
15 H 8.14 -17.95 -16.14
16 H 4.22 -16.86 -13.70
17 H 3.61 -16.28 -15.25
18 H 3.73 -15.12 -13.93
19 C 4.35 -17.58 -19.50
20 Cl 3.20 -18.20 -20.71
21 Cl 3.55 -16.52 -18.33
22 Cl 5.67 -16.70 -20.24
23 H 4.75 -18.45 -19.00
24 C 6.76 -19.33 -12.17
25 Cl 5.71 -19.82 -13.54
26 Cl 6.12 -19.98 -10.66
27 Cl 6.89 -17.58 -12.10
28 H 7.70 -19.83 -12.34
29 C 3.43 -20.01 -16.16
30 Cl 2.25 -18.82 -15.63
31 Cl 3.11 -20.45 -17.82
32 Cl 3.32 -21.47 -15.14
33 H 4.41 -19.58 -16.03
34 C 8.19 -20.72 -18.25
35 Cl 6.64 -20.82 -17.37
36 Cl 8.12 -19.33 -19.31
37 Cl 8.54 -22.22 -19.11
38 H 8.97 -20.58 -17.52

***

Repeat the fourth record exactly.
A cluster of 6 separate species, C9H13Cl12NO3 in total, computed with wB97M-V/def2-TZVPD.

Results
Gap between HOMO and LUMO, eV: 11.073
Electronic energy, eV: -167445.084
SMILES string: COC(=O)OC.ClC(Cl)Cl.ClC(Cl)Cl.ClC(Cl)Cl.ClC(Cl)Cl.CC#N
Energy relative to the best compared isomer or geometry (same formula, charge and spin), kcal/mol: 0.0

Positions of all 38 atoms, in Å:
1 C 3.57 -24.96 -14.45
2 C 2.19 -24.53 -14.21
3 N 1.10 -24.23 -14.01
4 H 3.92 -25.40 -13.51
5 H 4.17 -24.11 -14.75
6 H 3.62 -25.72 -15.22
7 C 8.20 -16.92 -16.51
8 O 7.35 -16.06 -15.77
9 C 6.11 -16.50 -15.58
10 O 5.66 -17.53 -16.01
11 O 5.54 -15.70 -14.71
12 C 4.18 -16.00 -14.37
13 H 9.21 -16.57 -16.34
14 H 7.95 -16.92 -17.57
15 H 8.14 -17.95 -16.14
16 H 4.22 -16.86 -13.70
17 H 3.61 -16.28 -15.25
18 H 3.73 -15.12 -13.93
19 C 4.35 -17.58 -19.50
20 Cl 3.20 -18.20 -20.71
21 Cl 3.55 -16.52 -18.33
22 Cl 5.67 -16.70 -20.24
23 H 4.75 -18.45 -19.00
24 C 6.76 -19.33 -12.17
25 Cl 5.71 -19.82 -13.54
26 Cl 6.12 -19.98 -10.66
27 Cl 6.89 -17.58 -12.10
28 H 7.70 -19.83 -12.34
29 C 3.43 -20.01 -16.16
30 Cl 2.25 -18.82 -15.63
31 Cl 3.11 -20.45 -17.82
32 Cl 3.32 -21.47 -15.14
33 H 4.41 -19.58 -16.03
34 C 8.19 -20.72 -18.25
35 Cl 6.64 -20.82 -17.37
36 Cl 8.12 -19.33 -19.31
37 Cl 8.54 -22.22 -19.11
38 H 8.97 -20.58 -17.52